Density functional theory data (wB97M-V/def2-TZVPD) for one molecule with the formula C3Br2O at a distorted geometry.

Atoms and positions in Å:
C  -1.123  -0.101  -0.087
C  -0.090  0.764  0.042
C  0.641  -0.374  0.026
O  1.338  -1.263  0.005
Br  -2.934  0.129  0.004
Br  0.286  2.727  -0.002

Properties
* SMILES: O=c1c(Br)c1Br
* spin multiplicity: 1

How positive or negative is each atom? The Löwdin charges in e answer that: -0.594 -0.668 -0.326 0.224 0.767 0.597

---

Density functional theory data (wB97M-V/def2-TZVPD) for one molecule with the formula C3BrF4IO at a distorted geometry.

Atoms and positions in Å:
C  1.027  -0.787  -1.309
C  -0.052  0.657  -0.814
C  -0.200  0.497  0.761
O  0.696  -1.344  -2.290
F  0.649  1.718  -1.090
F  0.815  1.129  1.346
F  -0.071  -0.853  1.131
F  -1.345  0.982  1.228
Br  2.385  -1.226  -0.163
I  -1.848  0.573  -1.907

Properties
* SMILES: O=C(Br)[C@@](F)(I)C(F)(F)F
* spin multiplicity: 1

Atomic partial charges in e from the Löwdin method, atoms 1 to 6: -0.817 -0.787 -0.630 -0.007 0.020 0.135

---

Density functional theory data (wB97M-V/def2-TZVPD) for one molecule with the formula C3BrF5O at a distorted geometry.

Atoms and positions in Å:
C  -0.566  -0.214  -0.079
C  2.024  -0.675  -0.058
C  -1.297  1.094  -0.146
O  0.816  -0.116  0.011
F  -1.152  -1.436  0.040
F  2.085  -2.003  0.155
F  -2.514  1.002  0.377
F  -0.562  1.981  0.507
F  -1.574  1.477  -1.416
Br  3.396  0.516  0.006

Properties
* spin multiplicity: 1

Atomic partial charges in e from the Löwdin method, atoms 1 to 6: -0.119 -0.817 -0.586 -0.002 0.106 0.049

---

Density functional theory data (wB97M-V/def2-TZVPD) for a 2-piece molecular cluster, C3Cl2NO2 overall at a distorted geometry.

Atoms and positions in Å:
C  1.074  -0.378  0.465
C  -1.133  0.109  -0.702
C  -0.259  0.240  0.422
N  2.045  -0.619  -0.174
O  -0.377  1.197  -0.720
O  -1.841  -0.582  -1.307
Cl  1.714  -0.850  2.835
Cl  -0.953  0.927  1.897

Properties
* net charge: -1
* spin multiplicity: 3

Atomic partial charges in e from the Löwdin method, atoms 1 to 6: -0.550 -0.563 -0.747 0.081 0.063 0.153

---

Density functional theory data (wB97M-V/def2-TZVPD) for C3Cl3F3O as an isolated structure at a distorted geometry.

Atoms and positions in Å:
C  -1.435  0.388  0.333
C  -0.323  0.391  -0.608
C  1.274  -0.420  0.363
O  -1.807  1.276  0.997
F  0.064  1.691  -0.946
F  -0.460  -0.343  -1.717
F  1.015  -0.413  1.690
Cl  -2.242  -1.231  0.172
Cl  1.357  -2.048  -0.214
Cl  2.557  0.708  -0.071

Properties
* spin multiplicity: 1

Atomic partial charges in e from the Löwdin method, atoms 1 to 6: -0.710 -0.457 -1.139 0.157 0.036 0.048

---

Density functional theory data (wB97M-V/def2-TZVPD) for one molecule with the formula C3ClF3 at a distorted geometry.

Atoms and positions in Å:
C  -0.542  -0.623  0.450
C  0.663  -0.516  -0.305
C  -0.136  0.708  -0.013
F  -1.404  -1.363  1.095
F  0.289  1.670  0.842
F  -0.806  1.362  -0.991
Cl  1.936  -1.239  -1.078

Properties
* SMILES: FC1=C(Cl)C1(F)F
* spin multiplicity: 1

Atomic partial charges in e from the Löwdin method, atoms 1 to 6: -0.091 -0.519 -0.482 0.147 0.093 0.094

---

For reference, ΔE to the lowest compared entry with this formula, charge and spin by record: 94.8, 0.0, 116.2, 61.7, 111.9, 20.3 kJ/mol.